Record 1
Below is 4 unconnected molecules or ions with the total composition C3H14O4, with properties calculated with wB97M-V/def2-TZVPD.

```
21
C3H14O4 | OMol25 | wB97M-V/def2-TZVPD
O -1.358 -2.376 1.732
O -2.235 -0.206 -0.404
O 1.737 1.349 -0.508
O -0.316 1.558 -2.353
C 1.189 -0.901 -0.392
C 0.214 0.641 1.323
C 1.501 0.327 0.458
H -0.758 -3.069 1.879
H 0.794 -1.738 0.161
H 0.534 -0.691 -1.238
H -1.708 -0.033 0.261
H -2.066 -2.568 2.329
H -0.445 1.296 0.726
H 2.098 -1.325 -0.831
H 0.626 1.152 2.195
H 2.377 0.520 1.105
H -0.364 -0.274 1.687
H -2.839 -0.815 -0.172
H 1.775 2.264 -0.009
H 0.538 1.567 -2.157
H -0.616 0.714 -2.004
```

maximum force	7.21	eV/Å
total energy	-11526.4361	eV
relative energy (zero: lowest compared OMol25 entry of this formula, charge and spin)	209.6	kJ/mol
structure (SMILES)	CC(C)O.O.O.O
Kohn-Sham gap	10.335	eV
HOMO	-10.044	eV
LUMO	0.292	eV

=====

Record 2
Below is 14 unconnected molecules or ions with the total composition C32H92O14, with properties calculated with wB97M-V/def2-TZVPD.

```
138
C32H92O14 | OMol25 | wB97M-V/def2-TZVPD
O 3.099 2.366 2.056
O -2.025 -0.897 5.202
O -0.341 -5.016 -4.088
O 7.487 -0.395 1.776
O 1.722 -5.456 2.964
O 0.742 -1.273 0.122
O -0.001 5.071 -2.344
O -5.459 4.658 0.425
O 1.329 -7.687 1.220
O 1.631 -2.746 2.153
O -2.580 1.191 -3.010
O -0.935 2.830 -4.311
O 2.030 -1.322 -2.951
O 1.162 3.957 2.822
C 0.182 5.004 -0.947
C -3.381 1.709 -1.967
C -0.239 2.271 -6.555
C -4.325 0.639 -1.514
C 6.268 -1.099 1.646
C -0.025 3.636 -0.692
C -0.080 4.619 4.692
C 2.754 -1.936 2.558
C -4.913 4.604 1.650
C -0.946 -7.514 1.753
C 1.393 2.990 -4.810
C 4.299 -1.130 -2.179
C 3.066 2.145 0.723
C 1.560 5.557 -0.535
C -1.672 -1.706 3.107
C -1.775 -3.279 -5.130
C -0.364 2.328 3.535
C 0.057 -7.389 0.654
C 3.294 -0.007 -4.332
C -1.099 -3.832 -3.839
C 0.148 2.230 -5.091
C -0.080 -0.041 0.059
C -3.406 5.100 1.622
C -4.913 3.248 2.334
C 3.116 -0.484 -2.878
C -2.201 -4.128 -2.770
C 0.536 3.442 3.986
C -4.078 2.953 -2.316
C -2.057 -2.109 4.573
C 0.125 -6.120 -0.152
C -1.084 -3.202 5.067
C 2.625 -5.744 3.966
H 0.458 5.567 4.673
H 0.384 3.309 0.264
H -0.651 -1.325 3.058
H 6.095 -1.689 2.546
H -0.799 -8.473 2.249
H -4.588 3.283 3.374
H -1.674 -2.535 2.399
H -0.160 3.255 -7.017
H 2.062 1.809 0.465
H -2.827 4.940 0.713
H 1.897 2.691 -3.891
H -3.349 6.186 1.694
H 5.186 -0.560 -2.457
H 3.199 3.089 0.195
H -2.434 -4.013 -5.594
H 1.358 4.851 3.111
H -0.373 -3.171 -3.366
H 4.328 -2.210 -2.320
H -5.532 5.228 2.294
H 2.427 5.124 -1.034
H -4.908 0.985 -0.661
H 3.972 0.843 -4.404
H 6.463 -1.826 0.858
H 5.429 -0.477 1.336
H 0.503 5.795 -2.723
H 1.225 4.067 -4.843
H -0.286 -8.159 -0.038
H 2.782 0.378 -2.300
H 7.434 0.294 2.442
H -0.371 4.339 5.704
H -4.523 3.419 -1.437
H -4.295 2.497 1.841
H -2.362 -0.924 2.791
H -2.799 4.757 2.460
H 1.804 -4.523 2.752
H -0.525 5.558 -0.329
H 3.677 -0.775 -5.003
H -4.949 0.224 -2.305
H -0.520 0.216 1.022
H 2.308 0.221 -4.736
H -0.931 -3.008 -5.763
H -0.878 -3.943 4.295
H -5.864 2.717 2.304
H -1.996 -7.400 1.485
H 1.380 3.070 4.565
H -4.984 2.920 -2.920
H -3.424 3.731 -2.711
H 1.670 6.603 -0.821
H 0.074 1.426 3.106
H 2.260 -5.146 4.801
H 0.299 0.919 -0.292
H -0.838 1.893 4.415
H 3.029 -1.218 1.785
H -1.491 2.197 -3.851
H -2.346 -2.382 -4.890
H 0.099 -5.310 0.577
H 0.312 3.017 -1.524
H -1.070 3.353 -0.570
H -0.732 -6.763 2.514
H -5.569 5.595 0.246
H 3.644 -5.388 3.816
H -1.310 2.086 -6.465
H 3.796 1.388 0.436
H 1.086 -1.426 -0.761
H 1.038 -6.061 -0.745
H -2.942 -3.349 -2.595
H -2.873 1.863 -1.014
H -0.811 -5.991 -0.694
H -0.122 -2.903 5.485
H 1.551 -7.069 1.920
H 0.354 1.221 -4.735
H 3.658 -2.426 2.919
H -3.045 -2.570 4.557
H 4.201 -1.072 -1.095
H -0.974 4.917 4.144
H -1.722 -4.319 -1.810
H -3.041 0.378 -3.227
H -3.768 -0.221 -1.143
H -0.857 -0.256 -0.675
H 0.422 -4.846 -4.644
H 2.629 -6.773 4.324
H 2.123 -1.914 -3.700
H 1.999 2.779 -5.692
H -1.562 -3.578 5.971
H 1.611 5.623 0.552
H 1.099 -2.337 1.466
H -2.154 -1.032 6.143
H 0.294 1.552 -7.178
H 2.564 -1.336 3.448
H -2.791 -5.021 -2.980
H -1.161 2.608 2.846
H 2.352 2.901 2.335
```

maximum force	4.84	eV/Å
total energy	-63334.9194	eV
relative energy (zero: lowest compared OMol25 entry of this formula, charge and spin)	475.2	kJ/mol
Kohn-Sham gap	9.667	eV
HOMO	-9.300	eV
LUMO	0.367	eV

=====

Record 3
Below is C8H12N2O2S4 in the gas phase, with properties calculated with wB97M-V/def2-TZVPD.

```
28
C8H12N2O2S4 | OMol25 | wB97M-V/def2-TZVPD
S 0.939 0.495 0.153
S -1.590 2.095 -0.452
S -2.167 -2.172 -1.310
S -0.111 -1.253 0.569
O -1.417 0.535 4.312
O 1.485 -0.373 -4.251
N 0.421 -2.136 -1.919
N -0.383 2.348 1.808
C 1.849 -1.726 -2.066
C -0.799 1.848 3.794
C 0.406 1.882 2.976
C -0.560 -1.854 -0.980
C -0.401 1.643 0.594
C 0.204 -2.273 -3.368
C -1.589 2.405 2.670
C 1.518 -1.730 -3.616
H 2.588 -2.567 -1.790
H 0.959 2.713 3.354
H 0.063 -3.343 -3.741
H -0.600 2.500 4.757
H 2.138 -2.475 -4.138
H -0.775 -1.699 -3.661
H 2.163 -0.775 -1.660
H -2.479 1.742 2.331
H 0.870 0.808 2.985
H -1.514 -0.053 3.625
H -2.044 3.424 2.774
H 0.829 -0.007 -3.749
```

maximum force	5.72	eV/Å
total energy	-58902.1424	eV
relative energy (zero: lowest compared OMol25 entry of this formula, charge and spin)	97.9	kJ/mol
structure (SMILES)	OC1CN(C(=S)SSC(=S)N2CC(O)C2)C1
Kohn-Sham gap	7.443	eV
HOMO	-8.454	eV
LUMO	-1.011	eV

=====

Record 4
Below is 2 unconnected molecules or ions with the total composition C2HBrF2S, with properties calculated with wB97M-V/def2-TZVPD.

```
7
C2HBrF2S | OMol25 | wB97M-V/def2-TZVPD
Br -1.785 -1.751 0.153
S 3.129 -0.069 0.402
F 0.309 1.575 -0.449
F -2.453 0.955 -0.335
C -0.228 0.411 -0.401
C -1.429 0.031 -0.242
H 2.458 -1.152 0.872
```

maximum force	4.13	eV/Å
total energy	-88395.7899	eV
relative energy (zero: lowest compared OMol25 entry of this formula, charge and spin)	593.7	kJ/mol
Kohn-Sham gap (spin up / spin down)	4.914 / 4.946	eV
HOMO (spin up / spin down)	-8.871 / -8.898	eV
LUMO (spin up / spin down)	-3.957 / -3.952	eV

=====

Record 5
Below is C4H6 in the gas phase, with properties calculated with wB97M-V/def2-TZVPD.

```
10
C4H6 | OMol25 | wB97M-V/def2-TZVPD
C -0.159 0.535 -0.633
C 0.221 -1.124 1.041
C -0.264 0.209 0.615
C 0.228 1.094 -1.732
H 0.706 -1.091 2.013
H -0.901 0.755 1.289
H 0.080 2.105 -1.248
H -0.711 -1.694 1.121
H -0.037 0.840 -2.754
H 0.838 -1.629 0.287
```

maximum force	2.31	eV/Å
total energy	-4241.7095	eV
relative energy (zero: lowest compared OMol25 entry of this formula, charge and spin)	217.2	kJ/mol
structure (SMILES)	C=C=CC
Kohn-Sham gap	8.900	eV
HOMO	-8.068	eV
LUMO	0.832	eV